[1]
20
Properties=species:S:1:pos:R:3:lowdin_charge:R:1 method="wB97M-V/def2-TZVPD" total_charge=0 lumo_energy_ev=0.7922 e_above_lowest_kj_mol=269.5 smiles="CCP(=O)(CC)NO"
C -0.02 2.59 1.06 -0.145
C -0.82 1.51 0.37 -0.307
P 0.19 0.09 -0.12 0.591
O 1.48 0.45 -0.72 -0.309
C -0.79 -0.98 -1.29 -0.265
C 0.02 -2.28 -1.48 -0.102
N 0.48 -0.55 1.42 -0.163
O 1.72 -1.25 1.47 -0.121
H 0.56 2.11 1.74 0.015
H 0.68 3.21 0.52 0.069
H -0.53 3.50 1.56 0.106
H -1.44 1.76 -0.55 0.107
H -1.52 1.07 1.02 0.055
H -1.71 -1.11 -0.78 0.058
H -1.11 -0.57 -2.17 0.057
H 0.89 -1.88 -1.95 0.063
H 0.28 -2.66 -0.56 0.043
H -0.40 -2.85 -2.21 0.042
H -0.17 -1.09 2.04 0.133
H 2.21 -1.07 0.64 0.071

***

[2]
113
Properties=species:S:1:pos:R:3:lowdin_charge:R:1 method="wB97M-V/def2-TZVPD" total_charge=+1 lumo_energy_ev=-2.5826
C -3.87 0.12 -1.19 0.018
C -4.72 -1.26 -1.28 -0.390
O -5.94 -1.15 -1.57 0.090
O -4.15 -2.57 -1.08 0.027
C -3.95 -2.69 0.35 -0.287
O -4.69 -1.93 1.04 0.060
C -2.94 -3.77 0.94 0.045
C -1.39 -3.26 1.05 -0.323
C -1.21 -2.77 2.57 -0.024
C -2.36 -1.82 3.13 -0.202
O -2.46 -0.54 2.44 -0.079
C -2.02 -1.43 4.69 -0.310
F -1.90 -0.01 4.87 0.031
F -0.91 -2.14 5.22 0.080
F -3.14 -1.80 5.51 0.043
C -1.12 -2.21 -0.09 -0.015
N 0.33 -2.02 -0.52 -0.151
C 0.16 -1.30 -1.83 -0.211
N 1.41 -0.75 -2.42 0.034
C 1.10 -1.09 0.40 -0.129
C 0.48 0.37 0.62 -0.205
C 1.54 1.16 1.59 -0.509
S 0.77 1.52 3.27 0.646
C 1.11 -3.30 -0.57 -0.111
C 1.28 -4.02 -1.99 -0.105
C -0.04 -4.76 -2.55 -0.156
C -0.04 -4.97 -4.15 -0.312
C 0.00 -3.61 -5.00 -0.098
C -1.49 -5.66 -4.47 -0.171
C -2.72 -4.62 -4.41 -0.210
C -3.19 -4.06 -5.83 -0.086
C -3.77 -2.74 -5.91 -0.292
C -4.77 -2.16 -4.77 -0.082
C -3.51 -1.73 -7.14 -0.097
C 0.74 -4.34 0.63 -0.316
O 1.55 -4.04 1.82 -0.012
C 1.24 -5.86 0.29 -0.492
O 0.38 -6.82 0.19 -0.040
O 2.57 -6.18 0.11 -0.154
O -0.65 -4.49 0.90 -0.005
H -2.86 0.03 -1.74 0.075
H -3.72 0.29 -0.05 0.087
H -4.52 0.98 -1.55 0.104
H -3.34 -4.10 1.97 0.155
H -2.95 -4.72 0.29 0.168
H -0.21 -2.28 2.81 0.126
H -1.24 -3.73 3.22 0.173
H -3.40 -2.32 3.20 0.160
H -3.40 -0.24 2.56 0.126
H -1.63 -2.62 -1.05 0.144
H -1.66 -1.23 0.14 0.127
H -0.58 -0.41 -1.76 0.133
H -0.34 -1.95 -2.65 0.128
H 2.24 -1.32 -2.20 0.079
H 1.30 -0.64 -3.45 0.101
H 2.18 -0.89 0.04 0.146
H 1.24 -1.53 1.46 0.148
H 0.46 1.00 -0.35 0.117
H -0.58 0.40 1.03 0.082
H 1.74 2.19 1.12 0.054
H 2.52 0.58 1.71 0.085
H -0.52 1.04 3.13 -0.144
H 2.20 -3.02 -0.29 0.167
H 2.12 -4.82 -1.99 0.148
H 1.63 -3.32 -2.84 0.099
H -1.03 -4.26 -2.28 0.094
H -0.08 -5.82 -2.09 0.129
H 0.78 -5.72 -4.45 0.152
H 1.08 -3.24 -5.12 0.079
H -0.69 -2.79 -4.58 0.065
H -0.38 -3.86 -6.05 0.085
H -1.67 -6.48 -3.69 0.114
H -1.45 -6.17 -5.51 0.121
H -3.64 -5.08 -3.90 0.116
H -2.45 -3.69 -3.77 0.086
H -3.06 -4.68 -6.78 0.113
H -4.31 -1.27 -4.20 0.067
H -5.16 -2.97 -4.07 0.078
H -5.68 -1.73 -5.33 0.094
H -3.44 -0.63 -6.79 0.079
H -2.57 -1.98 -7.75 0.071
H -4.47 -1.77 -7.79 0.083
H 2.50 -4.17 1.59 0.117
C 3.21 9.90 3.30 -0.097
C 2.64 8.93 4.32 -0.263
C 3.67 7.95 4.88 -0.183
C 4.28 6.91 3.93 -0.094
N 3.31 5.89 3.31 -0.223
C 2.72 6.39 2.00 -0.087
C 3.75 6.03 0.95 -0.150
C 4.19 4.64 1.37 -0.146
C 4.11 4.62 2.89 -0.068
C 2.23 5.47 4.28 0.023
H 3.67 9.39 2.45 0.061
H 2.42 10.55 2.91 0.084
H 3.97 10.55 3.76 0.087
H 1.78 8.40 3.88 0.089
H 2.24 9.51 5.15 0.121
H 3.23 7.43 5.74 0.111
H 4.50 8.53 5.29 0.133
H 5.00 6.34 4.52 0.131
H 4.83 7.39 3.11 0.131
H 1.79 5.84 1.82 0.144
H 2.52 7.45 2.05 0.116
H 4.60 6.72 0.98 0.120
H 3.35 6.05 -0.06 0.133
H 5.20 4.40 1.01 0.129
H 3.52 3.89 0.96 0.105
H 5.10 4.65 3.36 0.130
H 3.58 3.73 3.24 0.122
H 1.58 6.32 4.48 0.100
H 2.70 5.10 5.19 0.122
H 1.64 4.67 3.81 0.084

***

[3]
75
Properties=species:S:1:pos:R:3:lowdin_charge:R:1 method="wB97M-V/def2-TZVPD" total_charge=+1 lumo_energy_ev=-4.0586
C 6.73 -3.84 -1.55 -0.124
C 6.16 -2.53 -1.02 -0.262
C 4.76 -2.68 -0.37 -0.651
Br 3.63 -4.04 -1.16 0.815
C 4.06 -1.36 -0.32 -0.548
N 4.68 -0.23 -0.16 0.095
C 3.83 0.94 -0.02 -0.099
C 2.51 0.61 -0.73 -0.541
C 1.29 1.32 -0.13 -0.169
C 0.00 0.55 -0.39 -0.229
C -1.25 1.46 -0.32 -0.247
C -2.45 0.76 -0.97 -0.457
S -3.88 0.83 0.16 0.993
C -5.08 0.14 -0.89 -0.707
N -5.91 0.80 -1.62 0.060
N -6.68 -0.15 -2.29 0.070
C -6.23 -1.29 -1.90 -0.172
O -5.22 -1.20 -1.02 0.050
C 2.68 0.94 -2.21 -0.206
C 2.71 2.27 -2.64 -0.018
C 2.87 2.58 -3.99 -0.108
N 3.01 1.65 -4.93 0.082
C 3.00 0.39 -4.53 -0.119
C 2.83 -0.03 -3.20 -0.021
S 2.36 -1.20 -0.43 1.132
H 6.31 -4.10 -2.51 0.068
H 6.57 -4.65 -0.85 0.076
H 7.80 -3.74 -1.69 0.084
H 6.82 -2.18 -0.23 0.118
H 6.10 -1.78 -1.80 0.116
H 4.88 -2.99 0.67 0.092
H 5.69 -0.20 -0.11 0.173
H 4.30 1.81 -0.45 0.143
H 3.66 1.16 1.04 0.141
H 1.44 1.42 0.95 0.129
H 1.20 2.32 -0.55 0.110
H 0.01 0.11 -1.39 0.115
H -0.15 -0.22 0.36 0.113
H -1.46 1.68 0.72 0.099
H -1.04 2.37 -0.87 0.115
H -2.23 -0.28 -1.15 0.076
H -2.72 1.21 -1.92 0.090
H -6.59 -2.25 -2.22 0.135
H 2.62 3.08 -1.93 0.116
H 2.87 3.61 -4.30 0.114
H 3.13 -0.37 -5.29 0.113
H 2.82 -1.08 -2.96 0.078
C 6.96 -2.65 5.69 -0.054
C 6.30 -1.41 5.14 -0.188
O 5.27 -1.75 4.17 0.018
C 4.10 -2.12 4.69 -0.407
O 3.81 -2.19 5.84 0.197
C 3.11 -2.42 3.55 -0.534
F 3.68 -3.18 2.59 0.137
F 2.72 -1.27 2.96 0.137
F 2.05 -3.05 4.00 0.203
H 7.36 -3.27 4.89 0.084
H 7.78 -2.37 6.35 0.089
H 6.25 -3.26 6.26 0.082
H 7.02 -0.81 4.58 0.123
H 5.87 -0.79 5.92 0.129
C -8.26 2.72 -0.14 -0.063
C -9.35 2.01 -0.91 -0.195
O -10.63 2.11 -0.25 0.033
C -11.28 3.25 -0.42 -0.407
O -10.93 4.19 -1.07 0.172
C -12.63 3.19 0.32 -0.553
F -12.47 2.71 1.56 0.166
F -13.47 2.38 -0.34 0.168
F -13.17 4.39 0.40 0.177
H -8.21 2.34 0.89 0.084
H -7.30 2.56 -0.62 0.048
H -8.45 3.79 -0.09 0.079
H -9.15 0.94 -0.97 0.112
H -9.43 2.38 -1.93 0.128

***

[4]
17
Properties=species:S:1:pos:R:3:lowdin_charge:R:1 method="wB97M-V/def2-TZVPD" total_charge=+1 lumo_energy_ev=-4.0698 e_above_lowest_kj_mol=691.1
N 1.45 0.09 0.31 0.108
C 1.21 -1.13 -0.26 -0.115
C 0.68 -2.29 0.37 -0.071
C 0.00 -2.16 1.59 -0.060
C -0.95 -1.19 1.37 0.030
C -1.23 -0.19 0.66 -0.061
C -0.82 0.72 -0.15 -0.147
N -1.36 2.15 -0.13 0.162
H 2.28 0.48 0.03 0.092
H 1.43 0.11 1.28 0.097
H 1.80 -1.32 -1.09 0.099
H 0.87 -3.31 0.06 0.120
H -0.23 -3.00 2.25 0.123
H -0.59 0.64 -1.13 0.081
H -2.38 2.42 -0.50 0.225
H -0.92 2.51 -0.99 0.162
H -1.25 2.49 0.82 0.157

***

[5]
10
Properties=species:S:1:pos:R:3:lowdin_charge:R:1 method="wB97M-V/def2-TZVPD" total_charge=0 lumo_energy_ev="-0.0806 / -0.0993" e_above_lowest_kj_mol=357.7
O 2.16 0.53 -0.16 0.075
C 0.98 0.27 -0.19 -0.601
C -0.01 1.24 0.28 0.089
C -1.08 -0.76 -0.17 0.000
N 0.31 -0.92 -0.34 0.004
H 0.07 1.25 1.39 0.088
H 0.07 2.25 -0.15 0.076
H -1.63 -0.58 0.75 0.051
H -1.63 -1.50 -0.78 0.074
H 0.76 -1.77 -0.63 0.146

***

[6]
10
Properties=species:S:1:pos:R:3:lowdin_charge:R:1 method="wB97M-V/def2-TZVPD" spin_multiplicity=3 total_charge=0 lumo_energy_ev="0.3905 / -2.9751" e_above_lowest_kj_mol=230.1
C 1.04 0.05 1.07 -0.212
C -0.27 1.02 -0.64 -0.592
O -0.59 -1.57 -1.75 -0.245
O -1.18 -1.20 0.65 -0.336
O 1.19 -0.89 0.18 -0.206
S -0.43 -0.83 -0.55 0.628
Br -2.06 1.56 -0.55 0.796
H 1.84 0.75 1.31 0.094
H 0.26 -0.10 1.79 0.071
H 0.21 1.20 -1.52 0.001

***

Number 1: total energy -19214.966 eV. Number 2: total energy -77139.026 eV. Number 3: total energy -150653.614 eV. Number 4: total energy -9335.091 eV. Number 5: total energy -6725.866 eV. Number 6: total energy -89136.097 eV.